(1)
The ion C4H9IN with charge +1 in a non-equilibrium geometry, computed with wB97M-V/def2-TZVPD.

Frontier orbital gap: 9.1 eV
HOMO level: -0.4748 Ha
Energy relative to the best compared isomer or geometry (same formula, charge and spin): 1.533 eV
SMILES: [NH3+][C@H]1C[C@@H]1CI

Geometry as ORCA input:
```
! wB97M-V def2-TZVPD RIJCOSX def2/J DEFGRID3
* xyz 1 1
N 1.8586 0.2715 0.2675
C 0.4745 -0.3216 0.5562
C -0.4712 0.5294 1.2189
C -0.5524 0.3260 -0.2647
C -1.5695 -0.4559 -1.0010
I -0.6704 -1.5922 -2.6579
H 2.3281 0.5986 1.0818
H 1.7963 1.1008 -0.4073
H 2.5800 -0.4291 -0.1914
H 0.3727 -1.4114 0.5835
H -0.2987 1.4610 1.6613
H -1.2111 -0.0634 1.7797
H -0.1243 1.0414 -0.9278
H -2.3600 0.1653 -1.4375
H -2.1525 -1.2203 -0.2612
*
```

***

(2)
A cluster of 2 separate species, C4H9IN3 in total in a non-equilibrium geometry, computed with wB97M-V/def2-TZVPD.

Frontier orbital gap (alpha / beta): 8.2 / 8.2 eV
HOMO level (alpha / beta): -0.5055 / -0.5055 Ha
Energy relative to the best compared isomer or geometry (same formula, charge and spin): 5.558 eV

Geometry as ORCA input:
```
! wB97M-V def2-TZVPD RIJCOSX def2/J DEFGRID3
* xyz 1 1
C -0.0718 2.6201 0.2212
C -0.6356 0.4195 -0.2531
C -1.9817 0.7288 -1.0516
C 1.7656 -2.3396 -0.0210
N -0.3535 1.4344 0.5225
N -0.1154 -0.7034 -0.4429
N 1.6485 -0.9988 0.5069
I 3.0107 0.5108 0.1797
H -0.0973 3.1888 -0.7425
H 0.0531 3.3092 1.0635
H -2.4024 -0.0448 -1.6787
H -2.7557 1.1869 -0.3866
H -1.6432 1.4796 -1.7348
H 1.7954 -2.4752 -1.0946
H 2.6633 -2.8544 0.4636
H 0.9681 -3.0416 0.1730
H 1.4866 -1.1554 1.5601
*
```

***

(3)
The molecule C4H9N in a non-equilibrium geometry, computed with wB97M-V/def2-TZVPD.

Frontier orbital gap: 9.2 eV
HOMO level: -0.2914 Ha
Energy relative to the best compared isomer or geometry (same formula, charge and spin): 0.812 eV
SMILES: CC/C=C/N

Geometry as ORCA input:
```
! wB97M-V def2-TZVPD RIJCOSX def2/J DEFGRID3
* xyz 0 1
C 0.7336 -0.7604 -1.9664
C -0.1265 -1.2657 -0.7364
C -0.5703 -0.0906 0.0947
C 0.1744 0.5000 1.0174
N -0.3644 1.5173 1.8476
H 0.2979 0.1227 -2.4344
H 0.6054 -1.4463 -2.8203
H 1.7594 -0.7590 -1.6277
H -0.9244 -1.8549 -1.1735
H 0.5717 -1.8804 -0.1594
H -1.5381 0.3002 -0.2086
H 1.2429 0.3538 1.1226
H 0.2634 2.1660 2.2923
H -1.1059 2.0038 1.3763
*
```

***

(4)
The molecule C4H9N in a non-equilibrium geometry, computed with wB97M-V/def2-TZVPD.

Frontier orbital gap: 10.0 eV
HOMO level: -0.3200 Ha
Energy relative to the best compared isomer or geometry (same formula, charge and spin): 1.963 eV
SMILES: CNC1CC1

Geometry as ORCA input:
```
! wB97M-V def2-TZVPD RIJCOSX def2/J DEFGRID3
* xyz 0 1
C 2.0042 0.1936 0.0791
N 0.7870 -0.6860 -0.2280
C -0.3649 -0.1773 0.4618
C -1.5868 -0.6927 0.0100
C -1.2686 0.8338 -0.1712
H 2.1426 0.3367 1.1890
H 2.9007 -0.4542 -0.3232
H 1.9920 1.2209 -0.3757
H 0.6244 -0.8730 -1.1888
H -0.2120 -0.2817 1.5485
H -2.3329 -0.9606 0.7007
H -1.4726 -1.2361 -0.9389
H -1.1597 1.3612 -1.1378
H -2.0532 1.4154 0.3744
*
```

***

(5)
The molecule C4H9N in a non-equilibrium geometry, computed with wB97M-V/def2-TZVPD.

Frontier orbital gap: 9.5 eV
HOMO level: -0.3047 Ha
Energy relative to the best compared isomer or geometry (same formula, charge and spin): 2.086 eV
SMILES: C=CNCC

Geometry as ORCA input:
```
! wB97M-V def2-TZVPD RIJCOSX def2/J DEFGRID3
* xyz 0 1
C 0.1784 -2.0046 -1.6749
C 0.0765 -0.8761 -1.0560
N -0.1761 -0.6525 0.3304
C 0.5052 0.5532 0.8853
C -0.5458 1.8067 1.0112
H 0.3320 -1.9044 -2.8356
H -0.1968 -3.0257 -1.4399
H -0.0113 0.0683 -1.5775
H 0.0184 -1.4488 0.9377
H 1.1742 0.9708 0.1320
H 1.1235 0.2247 1.6930
H 0.0571 2.4890 1.5768
H -1.4380 1.4599 1.7930
H -1.0972 2.3395 0.2246
*
```

***

(6)
A structure of composition C4H9N in a non-equilibrium geometry, computed with wB97M-V/def2-TZVPD.

Frontier orbital gap: 6.5 eV
HOMO level: -0.2414 Ha
Energy relative to the best compared isomer or geometry (same formula, charge and spin): 6.012 eV

Geometry as ORCA input:
```
! wB97M-V def2-TZVPD RIJCOSX def2/J DEFGRID3
* xyz 0 1
N 0.3339 0.3378 0.3207
C -0.1672 -0.6470 -0.5422
C -1.6391 -0.3628 -0.7529
C -1.9533 0.4641 0.3118
C -0.7630 0.5222 1.2300
H 5.9902 0.2640 -0.3707
H 0.3809 -0.7606 -1.4753
H -0.2237 -1.6697 -0.0788
H 6.3780 -0.0773 -0.8947
H -2.3361 -0.8819 -1.3858
H -1.5444 0.9659 -0.7773
H -2.9567 0.6406 0.6858
H -0.6391 1.4821 1.7266
H -0.8604 -0.2776 2.0029
*
```

***

(7)
The molecule C4H9N in a non-equilibrium geometry, computed with wB97M-V/def2-TZVPD.

Frontier orbital gap: 9.8 eV
HOMO level: -0.3156 Ha
Energy relative to the best compared isomer or geometry (same formula, charge and spin): 1.931 eV
SMILES: C=CCNC

Geometry as ORCA input:
```
! wB97M-V def2-TZVPD RIJCOSX def2/J DEFGRID3
* xyz 0 1
C -1.0248 1.5746 0.6861
C 0.2578 1.2380 0.5387
C 0.7248 -0.2168 0.8072
N 0.9668 -0.9417 -0.3961
C -0.1304 -1.0313 -1.2789
H -1.3630 2.5579 0.4326
H -1.7787 0.8307 1.0765
H 0.9666 2.1751 0.2340
H -0.0774 -0.8273 1.3464
H 1.6546 -0.2428 1.2642
H 1.2845 -1.8764 -0.1443
H -0.8590 -1.9835 -1.0559
H -0.7633 -0.0466 -1.1804
H 0.1415 -1.2100 -2.3301
*
```

***

(8)
A structure of composition C4H9N in a non-equilibrium geometry, computed with wB97M-V/def2-TZVPD.

Frontier orbital gap: 6.8 eV
HOMO level: -0.2453 Ha
Energy relative to the best compared isomer or geometry (same formula, charge and spin): 5.889 eV

Geometry as ORCA input:
```
! wB97M-V def2-TZVPD RIJCOSX def2/J DEFGRID3
* xyz 0 1
N 0.8510 -0.0253 -0.2337
C -0.0186 1.0244 -0.6319
C -1.3114 0.7566 0.1032
C -1.2805 -0.5921 0.3907
C -0.0279 -1.1489 -0.2114
H 3.2315 0.1212 0.3186
H 0.3691 2.0288 -0.4770
H -0.2772 0.8945 -1.7123
H 3.4355 0.0346 1.0283
H -2.1542 1.3805 0.3739
H -0.7031 0.2470 1.1806
H -2.1397 -1.1828 0.6779
H 0.3646 -1.9683 0.3967
H -0.3391 -1.5703 -1.2036
*
```

***

(9)
The molecule C4H9N in a non-equilibrium geometry, computed with wB97M-V/def2-TZVPD.

Frontier orbital gap: 9.7 eV
HOMO level: -0.3130 Ha
Energy relative to the best compared isomer or geometry (same formula, charge and spin): 2.688 eV
SMILES: C=CCNC

Geometry as ORCA input:
```
! wB97M-V def2-TZVPD RIJCOSX def2/J DEFGRID3
* xyz 0 1
C -2.3350 0.7353 0.1626
C -1.1656 0.1308 0.1304
C 0.1760 0.4887 -0.6567
N 1.1233 -0.6624 -0.4808
C 1.9015 -0.5719 0.6964
H -3.3343 0.5024 0.6123
H -2.8062 1.5612 -0.3950
H -0.9246 -0.8132 0.8046
H 0.4053 1.5126 -0.2327
H 0.1246 0.6925 -1.7447
H 0.7343 -1.5269 -0.8082
H 2.4677 0.3569 0.6136
H 2.6472 -1.5105 0.8537
H 1.3611 -0.8363 1.6655
*
```

***

(10)
A cluster of 2 separate species, C4H9N in total in a non-equilibrium geometry, computed with wB97M-V/def2-TZVPD.

Frontier orbital gap: 8.7 eV
HOMO level: -0.2906 Ha
Energy relative to the best compared isomer or geometry (same formula, charge and spin): 2.463 eV
SMILES: C=CN.C=C

Geometry as ORCA input:
```
! wB97M-V def2-TZVPD RIJCOSX def2/J DEFGRID3
* xyz 0 1
C 2.8854 -2.2891 -0.9673
C 1.9259 -1.3432 -0.8611
N 0.9702 -0.9448 -1.8125
H 3.3774 -2.4591 -1.9400
H 2.9627 -2.8698 -0.0365
H 1.5911 -1.0251 0.1115
H 0.2184 -0.2942 -1.5557
H 0.9460 -1.0708 -2.7992
C -3.0780 2.7027 2.2379
C -2.4611 1.7939 1.5024
H -2.8034 3.7838 2.2208
H -3.8557 2.5514 3.0203
H -1.9555 2.0521 0.5917
H -2.9060 0.7597 1.6032
*
```

***

(11)
The molecule C4H9N in a non-equilibrium geometry, computed with wB97M-V/def2-TZVPD.

Frontier orbital gap: 9.2 eV
HOMO level: -0.2956 Ha
Energy relative to the best compared isomer or geometry (same formula, charge and spin): 0.542 eV
SMILES: C=C(C)NC

Geometry as ORCA input:
```
! wB97M-V def2-TZVPD RIJCOSX def2/J DEFGRID3
* xyz 0 1
C 0.0284 -1.0390 -1.1327
C -0.4058 -0.3262 -0.0925
C -1.6396 -0.6502 0.6841
N 0.2891 0.7953 0.3829
C 1.6639 1.0187 0.0588
H -0.4617 -1.9501 -1.3709
H 0.9393 -0.8330 -1.6724
H -1.4803 -0.3871 1.7294
H -2.4435 0.0004 0.3203
H -1.9609 -1.6849 0.6239
H -0.3005 1.5951 0.5469
H 2.2741 0.2355 0.5125
H 1.8309 1.0833 -1.0149
H 1.9828 1.9379 0.5448
*
```

***

(12)
The molecule C4H9N in a non-equilibrium geometry, computed with wB97M-V/def2-TZVPD.

Frontier orbital gap: 10.1 eV
HOMO level: -0.3284 Ha
Energy relative to the best compared isomer or geometry (same formula, charge and spin): 1.472 eV
SMILES: C[C@H]1CN1C

Geometry as ORCA input:
```
! wB97M-V def2-TZVPD RIJCOSX def2/J DEFGRID3
* xyz 0 1
C -1.5387 -0.7065 0.1625
C -0.6869 0.4067 -0.3847
C 0.1917 1.3000 0.4029
N 0.7559 0.3088 -0.4791
C 1.3099 -0.9394 0.0906
H -2.5844 -0.3321 0.1582
H -1.1586 -1.1021 1.1350
H -1.4080 -1.5627 -0.4656
H -1.0856 0.8528 -1.2574
H 0.4186 2.3650 0.1656
H 0.2385 1.0418 1.4879
H 2.3910 -0.7465 0.1217
H 1.0240 -1.2833 1.0478
H 1.2174 -1.7598 -0.6668
*
```

***

(13)
The molecule C4H9N in a non-equilibrium geometry, computed with wB97M-V/def2-TZVPD.

Frontier orbital gap: 10.1 eV
HOMO level: -0.3261 Ha
Energy relative to the best compared isomer or geometry (same formula, charge and spin): 1.983 eV
SMILES: C[C@H]1CN1C

Geometry as ORCA input:
```
! wB97M-V def2-TZVPD RIJCOSX def2/J DEFGRID3
* xyz 0 1
C -1.9574 0.4788 -0.3372
C -0.4848 0.4275 0.0952
C -0.0327 -0.8695 0.6386
N 0.6055 -0.4489 -0.5786
C 1.9630 0.0251 -0.1900
H -2.6972 0.2618 0.4638
H -2.2478 1.4511 -0.7507
H -2.0874 -0.2954 -1.0936
H 0.0894 1.3276 0.0512
H -0.7463 -1.6559 0.4006
H 0.5556 -1.0397 1.5346
H 2.0206 0.5782 0.7728
H 2.5662 -0.8804 -0.0540
H 2.4534 0.6398 -0.9529
*
```

***

(14)
The ion C4H9N with charge +1 in a non-equilibrium geometry, computed with wB97M-V/def2-TZVPD.

Frontier orbital gap (alpha / beta): 6.2 / 8.5 eV
HOMO level (alpha / beta): -0.5186 / -0.5934 Ha
Energy relative to the best compared isomer or geometry (same formula, charge and spin): 8.611 eV
Expectation value of S²: 0.7616

Geometry as ORCA input:
```
! wB97M-V def2-TZVPD RIJCOSX def2/J DEFGRID3
* xyz 1 2
C 1.2417 0.1746 1.4347
N -1.6825 -0.7137 -1.3157
C -0.3749 -0.4059 -0.5619
C -0.0500 -0.4201 0.9302
C 0.2800 0.7424 -1.3341
H -0.4304 -1.1929 1.5176
H 1.8933 -0.5232 1.8476
H 1.2553 1.0480 2.1280
H -2.2538 -1.1452 -0.6135
H -0.4191 -1.3101 -1.0685
H -0.2257 0.6040 1.0565
H -0.2588 1.3966 -0.6376
H 1.3779 0.9659 -1.1328
H -0.3531 0.7796 -2.2505
*
```

***

(15)
The ion C4H9N2 with charge +1 in a non-equilibrium geometry, computed with wB97M-V/def2-TZVPD.

Frontier orbital gap: 10.2 eV
HOMO level: -0.5644 Ha
Energy relative to the best compared isomer or geometry (same formula, charge and spin): 4.341 eV
SMILES: CN=[N+]=C(C)C

Geometry as ORCA input:
```
! wB97M-V def2-TZVPD RIJCOSX def2/J DEFGRID3
* xyz 1 1
C 2.4444 0.1455 -0.4256
N 1.7533 -0.2647 0.7306
N 0.5617 -0.2427 0.6973
C -0.6315 -0.0738 0.2560
C -1.2674 1.2315 0.4010
C -1.4207 -1.2622 -0.1296
H 3.0879 0.9106 -0.2255
H 2.9571 -0.6715 -0.7511
H 1.5695 0.6174 -1.0854
H -1.5354 1.5235 1.5299
H -0.5556 1.9103 0.0052
H -2.1947 1.1031 -0.2864
H -1.6074 -1.3468 -1.2123
H -2.4603 -1.4737 0.3495
H -0.7011 -2.1065 0.1463
*
```

***

(16)
The ion C4H9N2 with charge +1 in a non-equilibrium geometry, computed with wB97M-V/def2-TZVPD.

Frontier orbital gap: 11.2 eV
HOMO level: -0.5466 Ha
Energy relative to the best compared isomer or geometry (same formula, charge and spin): 3.138 eV
SMILES: CC[N+]1=CNC1

Geometry as ORCA input:
```
! wB97M-V def2-TZVPD RIJCOSX def2/J DEFGRID3
* xyz 1 1
C -0.2765 1.2729 -1.6046
C 0.1509 -0.2228 -1.3629
N 0.0918 -0.4978 0.0352
C -0.8652 -0.9418 0.8218
N -0.4016 -0.8013 2.0627
C 0.8829 -0.1908 1.5913
H 0.0642 1.7759 -2.5319
H -1.3688 1.4513 -1.5122
H 0.2161 1.8354 -0.7977
H 1.3342 -0.3221 -1.6378
H -0.3881 -1.0721 -1.8338
H -1.7517 -1.2928 0.4396
H -0.4790 -1.1721 2.9946
H 0.9432 0.9300 1.7245
H 1.8475 -0.7519 1.6112
*
```